Density functional theory data (the ωB97M-V functional and the def2-TZVPD basis) for one molecule with the formula C5H11NO.

Atoms and positions in Å:
C 0.66905 -1.43923 -0.81320
N -0.40078 -0.50299 -0.84826
C -0.26264 0.47347 -1.94807
C -1.11771 -0.99909 1.49057
C -0.63220 0.10875 0.55835
C 0.55907 0.98704 1.21724
O 1.26199 1.76191 0.55318
H 1.63658 -0.97890 -0.82662
H 0.63573 -2.08372 0.08045
H 0.54507 -2.02845 -1.74817
H -0.95205 1.24575 -1.82270
H -0.53948 -0.09911 -2.85060
H 0.79864 0.92250 -1.95882
H -2.00162 -0.65410 2.26791
H -0.34869 -1.62317 2.05789
H -1.60882 -1.68350 0.72626
H -1.46482 0.93756 0.31119
H 0.71557 0.68519 2.24626

Kohn-Sham gap (eV): 9.185
E_LUMO (eV): 0.7
HOMO (eV): -8.5
Energy relative to the best compared isomer or geometry (same formula, charge and spin) (kcal per mole): 66.39
SMILES string: C[C@@H](C=O)N(C)C

Computed Mulliken charges, given in elementary charges: -1.0119 -0.0904 -0.9511 -1.3483 0.2932 -0.0146 -0.4858 0.3735 0.3033 0.3189 0.3460 0.3509 0.2632 0.2870 0.3254 0.3868 0.2929 0.3610